[1]
11
Properties=species:S:1:pos:R:3 method="wB97M-V/def2-TZVPD" total_charge=0 e_above_lowest_kcal_mol=66.81 homo_lumo_gap_ev=10.06 spin_multiplicity=1 e_tot_ha=-306.1051 e_lumo_ev=0.81
O -1.7645 0.0487 -1.9415
C 1.2535 -0.0716 -2.0725
C 1.1933 -0.6026 0.4955
C 0.2352 0.0443 1.1052
C -0.5944 0.5477 1.9657
C -2.5697 0.3710 -1.2366
C 1.1152 -0.5148 -0.9538
H 2.0157 -1.1243 1.0039
H 1.0753 -0.2120 -3.1381
H -0.6019 1.5304 2.4288
H -1.3577 -0.0167 2.3434

[2]
60
Properties=species:S:1:pos:R:3 method="wB97M-V/def2-TZVPD" total_charge=+1 e_above_lowest_kcal_mol=7.39 homo_lumo_gap_ev="6.50 / 6.49" spin_multiplicity=3 e_tot_ha=-2901.9514 e_lumo_ev="-4.08 / -4.07"
Tm -0.7072 -0.4624 0.3285
P 0.4807 1.5821 1.6615
P -0.1685 0.6921 -2.1240
N -2.9349 0.6494 0.0827
N 1.6347 -0.8034 -0.0884
N -8.0956 1.2205 1.3510
C 3.3558 -1.6851 3.6348
C 1.4767 0.2681 -2.8462
C 1.9393 -1.6042 -1.1811
C -1.2165 0.0391 -3.4743
C 2.3102 1.4231 1.7148
C 2.3255 -2.9713 -0.9502
C -7.0088 1.2070 0.9059
C 1.7274 -1.1834 -2.5281
C 2.3818 -1.0307 1.0604
C -5.6495 1.1344 0.4259
C 3.1052 -0.3519 3.2918
C -0.2198 2.4682 -2.4819
C 0.3304 3.3581 1.4444
C 2.6491 -0.0118 2.0181
C 0.1286 1.4213 3.4582
C -3.8542 -0.2377 -0.3913
C 3.2630 -2.6726 2.6710
C 2.2024 -3.8988 -2.0204
C 2.8135 -2.3714 1.3605
C 2.6973 -3.3320 0.3494
C 1.8110 -3.4882 -3.2844
C 1.6378 -2.1253 -3.5545
C -3.3636 1.8201 0.6358
C -4.7161 2.1383 0.7328
C -5.2255 0.0295 -0.3283
H -0.9429 1.6345 3.5963
H 0.3261 0.3906 3.7863
H -1.1148 -1.0504 -3.5514
H 3.5319 -3.7004 2.8992
H 2.9742 -4.3657 0.5512
H -1.1992 2.8494 -2.1756
H 2.2273 0.9415 -2.4156
H -5.0390 3.1218 1.0688
H 1.4359 0.4473 -3.9303
H 1.3905 -1.8059 -4.5695
H 3.6541 -1.9328 4.6526
H -5.9423 -0.6283 -0.8204
H 0.6755 3.6339 0.4426
H -3.4471 -1.2129 -0.7387
H -2.5788 2.4599 1.0631
H 2.6919 1.7468 0.7353
H 0.5489 2.9915 -1.9030
H -2.2660 0.2621 -3.2432
H -0.7232 3.6308 1.5572
H -0.0684 2.6421 -3.5567
H 1.6459 -4.2173 -4.0791
H -0.7289 -2.3592 0.1059
H 2.4466 -4.9420 -1.8290
H -1.2687 -0.7676 2.1273
H 0.9408 3.8277 2.2244
H 3.2480 0.4280 4.0406
H 0.7561 2.1423 4.0090
H 2.6488 2.1046 2.5085
H -0.9334 0.5065 -4.4305

[3]
48
Properties=species:S:1:pos:R:3 method="wB97M-V/def2-TZVPD" total_charge=0 homo_lumo_gap_ev="4.79 / 4.78" spin_multiplicity=1 e_tot_ha=-11249.8426 e_lumo_ev="-1.42 / -1.43"
Sb 4.7071 -1.8517 1.2760
Rh 1.6075 -0.7071 0.9271
Se 3.4459 0.7552 4.3048
Se 6.0790 -1.0390 -0.5213
Se 3.7928 0.7091 2.1375
Se 2.5458 -2.5894 -0.0388
S 0.9872 -1.7730 2.9465
O -1.0312 -1.0812 0.6502
N 0.6137 0.8262 1.7140
N -0.6217 -0.6229 4.7187
N 1.9113 0.7382 -0.4967
N -0.1032 0.6206 2.8406
N -0.6178 -2.1088 -1.3369
C 2.9168 1.7218 -2.4149
C -0.5389 2.9720 1.3388
C 1.3696 3.0059 -1.1180
C -1.3360 -1.9162 -0.1801
C -0.5462 -0.9221 -2.1801
C 1.2197 1.9114 -0.2343
C 0.4443 1.9095 0.9465
C -1.9372 -0.2664 -2.2686
C -3.0824 -1.2936 -2.3335
C 0.0110 -0.5198 3.5263
C -2.6344 -2.6764 -0.1482
C 2.7226 0.6705 -1.5528
C -3.5977 -1.7866 -0.9681
C 2.2215 2.9173 -2.1834
H 0.8231 3.9148 -0.9237
H -2.5299 -3.6600 -0.6081
H -0.4080 3.2673 2.3825
H -0.5601 -1.4857 5.2258
H -3.9299 -0.8188 -2.8352
H -1.5616 2.6059 1.2072
H -1.3152 0.0500 4.9907
H -3.8465 -0.9088 -0.3662
H -1.9626 0.3798 -3.1488
H -0.1930 -1.2319 -3.1638
H -0.4205 3.8552 0.7217
H 3.6052 1.6220 -3.2328
H -4.5202 -2.3458 -1.1383
H 2.3605 3.7652 -2.8329
H -2.0878 0.3652 -1.3899
H -0.9091 -2.9239 -1.8617
H -2.7714 -2.1372 -2.9544
H 3.2529 -0.2600 -1.7222
H -0.7230 1.3504 3.1806
H 0.1653 -0.2193 -1.7462
H -3.0176 -2.7886 0.8653

[4]
87
Properties=species:S:1:pos:R:3 method="wB97M-V/def2-TZVPD" total_charge=-2 e_above_lowest_kcal_mol=62.69 homo_lumo_gap_ev="6.58 / 6.84" spin_multiplicity=2 e_tot_ha=-7401.3340 e_lumo_ev="4.08 / 4.08"
Hg 0.1459 -0.2247 -0.3845
As -2.5432 1.3500 -1.9723
Ge 1.6720 4.3046 1.5958
S 2.2048 -0.2880 -2.8021
P -0.7761 -1.7780 1.5500
O 0.6688 0.5811 -2.8553
O 1.9692 -1.5457 -3.4925
O -2.9271 -1.6202 -1.7808
O 2.1784 -0.4401 -1.3090
O -0.8031 -2.1891 -1.4614
O -2.3393 3.1578 -2.2380
O -1.8566 -2.1594 -2.3090
O -1.4527 1.2402 -0.6443
O 1.4676 -0.1737 2.8218
O 1.0460 1.5038 1.3976
N -1.1850 -3.2531 3.8607
N -2.9680 -3.3762 2.1762
N -2.6863 -1.3333 3.5117
C 3.9404 8.4862 2.4249
C -2.1353 -2.9305 1.0433
C 1.8454 3.5245 -2.5282
C 4.0081 2.9458 -1.6651
C -2.5183 4.0252 1.3016
C -1.8321 -0.6314 2.5430
C -2.1729 -4.0807 3.1712
C -0.1235 -2.8127 2.9432
C 2.4266 6.7470 3.1039
C 2.2995 3.7672 -0.1647
C -1.8788 -2.1066 4.4493
C 3.5911 3.2940 -0.3894
C 1.9083 3.3676 3.3098
C 4.1440 7.8166 1.2278
C -2.0095 0.5462 -6.0298
C 3.4858 6.6176 0.9748
C -0.2254 4.7750 1.4861
C 2.4568 1.9471 3.2605
C -0.6727 0.2546 -6.2507
C 3.1338 3.0611 -2.7380
C -2.0459 6.3705 1.5032
C -0.2116 0.5328 -3.8968
C -1.1597 3.7446 1.3579
C -1.5526 0.8388 -3.6499
C -0.6855 6.0899 1.5484
C 1.4369 3.8817 -1.2496
C -3.6095 -2.2386 2.8298
C -2.9636 5.3368 1.3819
C 3.0719 7.9474 3.3656
C 0.2227 0.2495 -5.1941
C 2.6163 6.0506 1.9060
C 1.5700 1.0007 2.4311
C -2.4223 0.8285 -4.7355
H 3.4616 1.9265 2.8265
H 0.9094 3.3352 3.7541
H -4.0240 5.5552 1.3277
H -2.3878 7.3987 1.5495
H -2.7494 -2.4251 0.2944
H -0.8261 2.7190 1.2508
H 2.5233 4.0201 3.9342
H -2.4520 -0.0705 1.8378
H -2.8560 -4.4826 3.9280
H 1.1422 3.5735 -3.3509
H -0.3195 0.0206 -7.2492
H 1.2590 -0.0038 -5.3614
H -3.4711 1.0488 -4.5502
H -1.1368 -1.4457 4.9017
H 4.8158 8.2295 0.4837
H 4.4507 9.4215 2.6239
H 0.0221 6.9075 1.6294
H 2.8976 8.4642 4.3029
H 1.7477 6.3468 3.8514
H 0.4232 4.2313 -1.0928
H -1.4858 3.3603 -1.8324
H -2.5424 -2.4862 5.2337
H -4.1686 -1.6735 2.0823
H 0.6272 -2.2415 3.4840
H 3.4455 2.7526 -3.7281
H -4.3088 -2.6293 3.5772
H 3.6504 6.1162 0.0273
H 0.3590 -3.6956 2.5143
H -3.2221 3.2141 1.1635
H 2.5324 1.5170 4.2620
H -1.6937 -3.7980 0.5495
H -1.6574 -4.9144 2.6882
H 5.0049 2.5501 -1.8197
H -1.1898 0.0821 3.0616
H -2.7204 0.5465 -6.8481
H 4.2753 3.1699 0.4442

[5]
19
Properties=species:S:1:pos:R:3 method="wB97M-V/def2-TZVPD" total_charge=0 e_above_lowest_kcal_mol=57.82 homo_lumo_gap_ev=10.15 spin_multiplicity=1 e_tot_ha=-654.3664 e_lumo_ev=0.49
Si -2.4203 -1.1700 -0.1448
N -3.1859 1.5710 1.0075
C -1.4728 0.3210 -0.2421
C 0.0988 0.3782 0.0880
C 2.3268 1.1595 -0.3765
C 0.9357 1.3235 -0.3896
C 2.8509 -0.0099 0.1011
C 0.6464 -0.8071 0.6157
C -2.1727 1.2700 0.5952
C 2.0590 -1.0361 0.5477
H -1.8859 0.9296 -1.4328
H 2.4646 -2.0244 0.7220
H 0.5864 2.2481 -0.9612
H -3.8390 -1.1155 -0.8086
H 3.0096 1.9889 -0.5669
H -2.5787 -1.3040 1.2619
H 3.9388 -0.1097 -0.0486
H 0.0642 -1.6231 0.9420
H -1.4258 -1.9898 -0.9100

[6]
95
Properties=species:S:1:pos:R:3 method="wB97M-V/def2-TZVPD" total_charge=0 e_above_lowest_kcal_mol=98.57 homo_lumo_gap_ev=9.83 smiles=COC[C@H](C)N.COC[C@H](C)N.COC[C@H](C)N.COC[C@H](C)N.CCO.CCO.CCO spin_multiplicity=1 e_tot_ha=-1620.8548 e_lumo_ev=0.63
O 0.8828 2.1064 8.8580
O -8.1243 11.2320 -3.7466
O -0.7622 -6.6551 4.3055
O -5.7281 4.0700 -8.9369
O -1.6922 4.0834 0.9184
O 1.4696 -5.1028 -5.6291
O 9.6373 -0.8507 1.8597
N 1.8132 -7.3995 -7.6114
N -1.1821 -7.1134 7.2766
N -3.1520 4.5176 -2.4719
N 7.9671 0.8395 3.8105
C -2.5191 3.7100 -0.3192
C 2.5043 -6.0952 -7.6530
C 1.6033 -5.0593 -8.5602
C 8.2758 -0.5747 3.8903
C -1.5898 5.9397 -1.1903
C -8.6016 10.1676 -1.7820
C -1.8613 -6.7835 3.4228
C 1.6590 -4.7819 -4.2410
C 10.8516 -1.4516 1.2896
C -0.4188 2.6741 8.6598
C -0.7919 -5.6517 5.3318
C -2.1864 -4.9966 7.4160
C -5.7380 2.9660 -9.7514
C -1.7855 -6.1016 6.4497
C 9.6189 -1.0533 3.2110
C -5.6380 1.7846 -8.8375
C -7.7505 10.0665 -3.0489
C -2.0303 4.4973 -1.5278
C 7.0654 -1.2953 3.3135
C -1.1087 2.7062 10.0614
C -0.3730 3.4548 0.9544
C 2.6934 -5.5635 -6.2520
H -8.1138 9.2468 -3.6686
H -5.5804 0.7976 -9.2964
H -1.9649 -5.9782 2.6956
H -1.7937 -7.4599 8.0019
H -3.9733 4.8645 -1.9972
H 1.8155 -7.8512 -8.5147
H 1.5109 2.8140 8.6959
H 1.9463 -4.0316 -8.4415
H 7.0336 -2.3283 3.6596
H 1.7246 -5.2799 -9.6208
H 0.2894 3.7173 0.1295
H 6.9369 -1.2580 2.2317
H 2.6347 -4.3130 -4.1140
H -5.4147 3.9764 -8.0343
H 11.1552 -1.0488 0.3233
H -0.2537 3.6534 8.2105
H -7.3087 11.3483 -4.2394
H -0.9029 2.0795 7.8851
H -6.6324 2.9341 -10.3736
H 9.7882 -2.1173 3.3765
H -8.6106 9.1718 -1.3389
H -2.6834 -6.5150 5.9904
H -2.1962 2.7351 10.1289
H 0.1146 3.6035 1.9179
H 10.4667 -0.5046 3.6212
H -1.1495 3.9346 -1.8371
H 8.6641 1.3368 4.3461
H 1.7364 -5.5843 -3.5075
H -2.4751 6.5268 -0.9458
H -6.6056 1.7869 -8.3357
H 0.8533 -4.1118 -3.9410
H 3.4462 -4.8044 -6.0390
H -0.9923 -4.6433 4.9697
H 8.3464 -0.8299 4.9477
H -9.6248 10.5281 -1.8879
H 10.7457 -2.4963 0.9971
H -1.0641 -7.9656 6.7474
H -3.3821 3.6335 -2.9028
H -4.8571 2.9378 -10.3928
H -3.5427 3.9723 -0.0517
H -2.4796 2.6274 -0.4403
H 0.8435 -7.1192 -7.5760
H -0.8508 1.8470 10.6806
H -2.9315 -5.2551 8.1684
H -4.8085 1.9007 -8.1398
H -2.5825 -4.1844 6.8063
H -0.7352 3.5757 10.6023
H -1.2648 -4.7818 7.9569
H -1.4801 -7.5899 2.7964
H -0.7378 5.9948 -0.5127
H -8.0703 10.8481 -1.1167
H 0.2412 -5.7958 5.6478
H 0.5366 -5.0602 -8.3360
H 3.1545 -6.3947 -5.7184
H 11.7187 -1.4270 1.9496
H 7.9332 1.1255 2.8424
H -0.3697 2.3648 0.9470
H -1.3514 6.5080 -2.0893
H 3.4786 -6.2686 -8.1099
H -2.8257 -6.9925 3.8857
H -6.6824 10.1611 -2.8529
H 6.1693 -0.8475 3.7432

[7]
14
Properties=species:S:1:pos:R:3 method="wB97M-V/def2-TZVPD" total_charge=+1 e_above_lowest_kcal_mol=68.18 homo_lumo_gap_ev=11.79 smiles="N/C(O)=[NH+]/N1CN1" spin_multiplicity=1 e_tot_ha=-374.3410 e_lumo_ev=-3.08
O 1.6906 -1.4610 0.0076
N -0.9645 -0.6205 -0.0421
N 2.6620 0.5491 -0.1330
N 0.3657 0.3818 -0.0627
N -1.9745 0.0192 -0.7294
C -2.0550 -0.0648 0.6884
C 1.5551 -0.1715 -0.0764
H -1.9250 0.8680 1.2227
H 0.1684 1.3565 -0.2369
H -2.6971 -0.7936 1.1737
H 2.6487 1.5521 -0.2250
H 0.8377 -1.9275 0.0580
H 3.5507 0.0695 -0.1141
H -2.5310 -0.5834 -1.3259

[8]
24
Properties=species:S:1:pos:R:3 method="wB97M-V/def2-TZVPD" total_charge=0 e_above_lowest_kcal_mol=63.94 homo_lumo_gap_ev=8.51 spin_multiplicity=1 e_tot_ha=-496.9556 e_lumo_ev=0.56
O 3.2455 -1.5362 -0.2205
O 1.1173 -0.6457 -0.2583
N 3.1888 1.8265 0.0248
N -2.6597 0.1471 0.0709
C 2.2926 -0.5565 -0.0642
C 3.2957 0.4750 0.4401
C -2.9735 -0.6037 1.2593
C -1.8722 -0.6350 -0.8480
C -3.8505 0.6946 -0.5176
C 4.3238 -0.5254 -0.0465
H 3.4319 1.9675 -0.9564
H 3.3423 0.4622 1.5354
H -2.0424 -0.9727 1.6894
H -3.4687 0.0456 1.9966
H 3.8480 2.3883 0.5665
H -3.6256 -1.4630 1.0535
H -1.0636 -1.1224 -0.3275
H -4.6212 -0.0747 -0.7249
H 5.1123 -0.8521 0.6456
H -4.2934 1.4396 0.1771
H 4.8000 -0.3220 -1.0141
H -3.6224 1.1903 -1.4847
H -2.4585 -1.3909 -1.4070
H -1.4467 0.0637 -1.5895

What did the eighth record say?
24
Properties=species:S:1:pos:R:3 method="wB97M-V/def2-TZVPD" total_charge=0 e_above_lowest_kcal_mol=63.94 homo_lumo_gap_ev=8.51 spin_multiplicity=1 e_tot_ha=-496.9556 e_lumo_ev=0.56
O 3.2455 -1.5362 -0.2205
O 1.1173 -0.6457 -0.2583
N 3.1888 1.8265 0.0248
N -2.6597 0.1471 0.0709
C 2.2926 -0.5565 -0.0642
C 3.2957 0.4750 0.4401
C -2.9735 -0.6037 1.2593
C -1.8722 -0.6350 -0.8480
C -3.8505 0.6946 -0.5176
C 4.3238 -0.5254 -0.0465
H 3.4319 1.9675 -0.9564
H 3.3423 0.4622 1.5354
H -2.0424 -0.9727 1.6894
H -3.4687 0.0456 1.9966
H 3.8480 2.3883 0.5665
H -3.6256 -1.4630 1.0535
H -1.0636 -1.1224 -0.3275
H -4.6212 -0.0747 -0.7249
H 5.1123 -0.8521 0.6456
H -4.2934 1.4396 0.1771
H 4.8000 -0.3220 -1.0141
H -3.6224 1.1903 -1.4847
H -2.4585 -1.3909 -1.4070
H -1.4467 0.0637 -1.5895